C5H15OPSi | wB97M-V/def2-TZVPD

**Structure (SMILES)**: C[Si](C)(C)O.C=PC
**LUMO energy (alpha / beta)**: 0.48 / 0.48 eV
**HOMO energy (alpha / beta)**: -9.46 / -9.45 eV
**Gap between HOMO and LUMO (alpha / beta)**: 9.9 / 9.9 eV

```
23
C5H15OPSi | the OMol25 dataset | wB97M-V/def2-TZVPD
C -0.159 -3.377 -0.085
Si 0.246 -1.597 0.467
C 2.118 -1.354 0.674
C -0.701 -1.217 2.084
O -0.133 -0.539 -0.725
H 0.264 -3.583 -1.065
H 0.244 -4.111 0.604
H -1.230 -3.544 -0.150
H 2.345 -0.364 1.055
H 2.540 -2.079 1.361
H 2.627 -1.463 -0.278
H -0.031 -0.892 2.873
H -1.434 -0.429 1.938
H -1.231 -2.090 2.455
H -1.044 -0.372 -0.958
C -1.908 3.416 -0.587
P -1.229 2.620 -1.880
C 0.500 3.303 -1.866
H -1.379 4.121 0.034
H -2.939 3.237 -0.331
H 0.838 3.477 -0.848
H 1.170 2.598 -2.352
H 0.523 4.241 -2.421
```

---

C22H60F6NO14S2 | wB97M-V/def2-TZVPD

**LUMO energy**: 2.25 eV
**HOMO energy**: -6.76 eV
**Total charge**: -1
**Gap between HOMO and LUMO**: 9.0 eV

```
105
C22H60F6NO14S2 | the OMol25 dataset | wB97M-V/def2-TZVPD
C -1.622 1.871 -0.545
F -2.422 2.866 -0.196
F -2.325 0.794 -0.861
F -0.922 2.214 -1.631
S -0.438 1.533 0.861
O 0.587 2.528 0.710
O -1.152 1.642 2.084
N 0.233 0.053 0.387
S -0.598 -1.025 1.227
O 0.076 -1.360 2.449
O -2.010 -0.847 1.388
C -0.337 -2.559 0.225
F -0.899 -2.439 -0.995
F 0.946 -2.819 0.065
F -0.925 -3.556 0.882
C 4.968 -0.505 1.956
C 3.483 -0.659 1.815
O 3.018 0.193 0.805
H 5.348 -1.302 2.612
H 5.233 0.471 2.355
H 5.529 -0.705 1.040
H 3.018 -0.455 2.796
H 3.203 -1.713 1.641
H 2.051 0.192 0.778
C -0.183 3.864 -5.180
C -1.163 2.736 -5.280
O -2.480 3.244 -5.515
H -0.146 4.398 -6.134
H 0.802 3.428 -5.019
H -0.393 4.610 -4.417
H -1.150 2.098 -4.395
H -0.856 2.160 -6.162
H -3.094 2.581 -5.189
C 4.422 -2.986 -3.346
C 3.804 -2.514 -2.028
O 4.393 -1.262 -1.694
H 4.178 -2.321 -4.173
H 4.022 -3.960 -3.661
H 5.496 -3.148 -3.238
H 4.059 -3.288 -1.289
H 2.728 -2.403 -2.094
H 5.306 -1.412 -1.435
C 1.569 0.110 -4.463
C 0.915 -0.460 -3.221
O 1.607 0.072 -2.096
H 0.999 -0.082 -5.378
H 2.592 -0.250 -4.547
H 1.578 1.203 -4.393
H 0.970 -1.557 -3.293
H -0.140 -0.155 -3.170
H 1.012 -0.184 -1.375
C -5.243 0.265 4.861
C -3.741 0.028 4.788
O -3.078 1.014 5.578
H -5.405 1.329 5.067
H -5.768 -0.218 5.690
H -5.716 -0.035 3.929
H -3.403 0.062 3.757
H -3.531 -0.965 5.216
H -2.150 1.063 5.307
C 0.691 -0.620 5.441
C 0.820 0.795 4.937
O -0.050 1.656 5.714
H 1.610 -1.137 5.169
H -0.183 -1.197 5.148
H 0.581 -0.544 6.530
H 0.620 0.883 3.871
H 1.813 1.169 5.201
H 0.101 2.567 5.444
C -4.041 -3.591 1.667
C -4.881 -4.865 1.643
O -4.158 -6.028 1.315
H -3.076 -3.766 2.145
H -4.602 -2.840 2.222
H -3.825 -3.158 0.689
H -5.728 -4.704 0.977
H -5.319 -4.930 2.651
H -3.347 -6.037 1.830
C -1.444 4.979 2.455
C -2.754 4.489 3.013
O -3.797 5.446 2.733
H -1.162 5.901 2.979
H -1.535 5.274 1.412
H -0.694 4.233 2.703
H -2.675 4.319 4.093
H -3.057 3.545 2.552
H -4.621 4.989 2.924
C 2.183 3.968 -2.833
C 2.920 4.093 -1.514
O 2.949 2.886 -0.824
H 2.810 3.566 -3.641
H 1.833 4.911 -3.263
H 1.371 3.247 -2.728
H 2.476 4.893 -0.901
H 3.922 4.495 -1.717
H 2.152 2.858 -0.275
C 0.271 -4.872 -2.839
C 0.790 -5.118 -4.253
O 1.445 -3.936 -4.786
H 0.632 -5.662 -2.165
H -0.809 -5.028 -2.787
H 0.613 -3.940 -2.406
H -0.011 -5.395 -4.940
H 1.573 -5.872 -4.284
H 0.739 -3.401 -5.161
```

---

Calculated values (kJ/mol) of ΔE to the lowest compared entry with this formula, charge and spin for the records, taken in order: 0.0 0.0.
Calculated values (g/mol) of molar mass for the records, taken in order: 150.23 740.84.